[1]
Molecular formula: C9H19Cl4FN4P
Method: DFT, ωB97M-V/def2-TZVPD

Last column: Löwdin charge in e.
CARTESIAN COORDINATES (ANGSTROEM)
C (2.272, 0.223, 1.591)  -0.163
H (3.950, 0.853, 0.355)  0.103
P (-1.247, -0.604, 1.952)  0.744
H (2.689, -0.809, -0.238)  0.139
Cl (-3.763, -1.355, -3.324)  0.505
H (-2.933, -0.042, -1.460)  0.021
C (-1.283, 0.593, -0.465)  -0.380
N (-2.614, 0.475, -0.649)  0.178
H (-0.506, -0.356, 3.976)  -0.008
H (-3.315, 0.940, -0.095)  0.128
H (0.187, -1.508, -0.586)  0.149
C (-5.449, -0.890, -3.730)  -2.046
N (-0.967, 0.174, 3.248)  -0.245
F (1.827, 1.051, -1.633)  0.105
C (0.604, -0.566, -0.225)  -0.163
C (3.360, 1.239, 1.187)  -0.225
C (1.907, -0.841, 0.528)  -0.317
H (1.393, 0.743, 1.969)  0.081
Cl (-5.828, 0.612, -2.880)  0.529
H (2.675, -0.340, 2.436)  0.111
Cl (-6.527, -2.168, -3.206)  0.569
N (-0.493, 1.170, -1.384)  0.213
C (1.958, -2.259, 1.106)  -0.060
C (0.716, 0.340, -1.487)  -0.264
H (-0.845, -1.946, 1.904)  0.020
H (1.787, -3.022, 0.346)  0.087
Cl (-5.565, -0.653, -5.460)  0.573
H (2.951, -2.411, 1.526)  0.093
C (2.830, 2.650, 0.861)  -0.096
H (-0.942, 1.382, -2.269)  0.171
H (3.412, 3.423, 1.359)  0.071
H (1.263, -2.392, 1.936)  0.058
H (2.893, 2.860, -0.206)  0.057
H (-2.588, -0.599, 1.566)  0.010
H (1.782, 2.748, 1.148)  0.066
N (-0.506, 0.140, 0.548)  -0.088
H (0.591, -0.311, -2.351)  0.167
H (4.049, 1.338, 2.025)  0.104

Output
E_HOMO: -12.72 eV
Net charge: +1

[2]
Molecular formula: C9H19ClIO7S
Method: DFT, ωB97M-V/def2-TZVPD

Last column: Löwdin charge in e.
CARTESIAN COORDINATES (ANGSTROEM)
H (-0.748, 1.660, 2.507)  0.129
O (-1.922, 2.445, 1.012)  -0.332
H (2.452, 0.103, -0.103)  0.113
C (-0.743, 1.676, 1.414)  -0.237
O (-0.107, -1.104, 3.757)  -0.347
C (0.764, -0.325, -1.366)  -0.207
S (-3.214, 1.631, 0.554)  0.800
C (1.961, 1.944, -1.136)  -0.217
O (-0.876, -0.547, 1.596)  -0.417
H (0.085, -0.183, -0.521)  0.079
H (0.872, -4.609, -0.602)  0.064
H (-0.853, -3.061, -1.573)  0.104
H (-0.817, 0.641, 1.079)  -0.038
O (-2.686, 1.009, -0.859)  -0.981
C (2.073, 0.414, -1.086)  -0.210
Cl (-1.156, -1.329, 2.792)  0.700
O (-2.425, -0.918, 3.339)  -0.345
H (0.485, 3.394, 1.365)  0.108
H (2.168, 2.312, -2.149)  0.102
H (1.943, -2.138, -1.245)  0.100
C (0.945, -1.835, -1.590)  -0.198
H (-0.350, -4.202, 0.646)  0.053
C (0.633, 2.510, -0.623)  -0.209
H (0.597, 3.567, -0.912)  0.107
H (1.213, -3.405, 0.649)  0.075
H (0.905, -2.050, -2.665)  0.101
I (-2.937, 2.049, -2.538)  0.914
O (-1.201, -2.730, 2.436)  -0.351
C (0.494, 2.395, 0.912)  -0.153
H (0.275, 0.142, -2.231)  0.111
H (-0.665, -2.004, -0.174)  0.073
H (-0.224, 2.039, -1.109)  0.041
H (1.362, 1.865, 1.324)  0.118
H (2.827, 0.073, -1.808)  0.105
C (-0.123, -2.666, -0.855)  -0.258
H (2.750, 2.371, -0.499)  0.104
C (0.429, -3.802, -0.004)  -0.126
O (-4.182, 2.669, 0.263)  -0.474

Output
E_HOMO: -6.13 eV
Net charge: -1

[3]
Molecular formula: C9H19ClNO3
Method: DFT, ωB97M-V/def2-TZVPD

Last column: Löwdin charge in e.
CARTESIAN COORDINATES (ANGSTROEM)
H (2.970, -2.080, 3.421)  0.126
N (-0.393, -1.584, -0.492)  0.093
O (-1.292, 0.356, -1.277)  0.057
H (-0.052, -2.210, -2.844)  0.075
H (-0.808, 1.846, 2.079)  0.027
H (-3.088, -1.233, -1.529)  0.089
Cl (0.759, -1.099, 3.262)  1.060
H (2.041, 2.866, 1.140)  0.060
C (-0.461, -0.279, -0.669)  -0.624
H (0.746, 3.608, -0.882)  0.100
H (1.073, 2.189, -1.715)  0.055
H (1.245, 1.714, 2.343)  0.096
H (2.343, 1.098, 1.141)  0.058
O (-1.346, -2.332, -1.252)  -0.259
H (-0.591, 2.451, -1.301)  0.084
C (-2.779, -2.127, -1.045)  0.034
H (-1.040, 3.103, 1.034)  0.096
C (1.135, -2.471, 2.147)  -0.219
H (2.838, -0.976, 1.905)  0.124
H (-1.540, -1.172, -3.126)  0.155
C (-1.064, -2.158, -2.702)  0.047
H (-2.857, -2.039, 0.085)  0.135
C (1.652, 1.919, 1.264)  -0.007
C (2.299, -1.663, 2.621)  -0.309
O (0.579, 0.309, 0.027)  -0.030
C (0.462, 1.721, 0.323)  -0.485
C (0.458, 2.551, -0.982)  -0.011
H (0.730, -2.167, 1.212)  0.032
H (-1.747, 1.718, 0.649)  0.018
C (-0.941, 2.034, 1.098)  0.033
H (0.785, -3.357, 2.527)  0.080
H (-3.268, -3.069, -1.226)  0.107
H (-1.528, -3.011, -3.153)  0.101

Output
E_HOMO: -12.23 eV
Net charge: +1

[4]
Molecular formula: C9H19ClO2Si
Method: DFT, ωB97M-V/def2-TZVPD

Last column: Löwdin charge in e.
CARTESIAN COORDINATES (ANGSTROEM)
H (-1.258, 1.962, -3.470)  0.095
C (-1.153, 2.549, -2.524)  -0.057
H (-1.320, 2.028, -0.489)  0.095
H (-0.603, -3.465, 0.685)  0.025
H (1.231, -0.334, 2.921)  0.155
C (-1.309, 1.516, -1.426)  -0.316
H (0.781, 1.568, 4.389)  0.056
H (-1.686, -1.777, -0.618)  0.059
H (2.107, -2.375, -0.549)  0.060
C (-0.962, -2.645, 1.214)  -0.158
C (0.813, 1.835, 3.337)  -0.569
C (0.994, 0.782, 1.071)  -0.430
H (2.226, -1.887, -3.078)  0.016
H (-2.383, 1.051, -1.438)  0.150
H (1.727, 2.313, 3.035)  0.064
C (0.563, 0.515, 2.497)  -0.222
Si (0.289, -0.405, -0.302)  0.550
H (-2.014, -3.121, 1.558)  0.114
H (-0.160, 2.850, -2.648)  0.058
H (-0.405, -2.345, 2.071)  0.030
O (-0.333, 0.534, -1.427)  -0.217
O (1.825, 1.603, 0.809)  0.048
H (-0.455, 0.204, 2.499)  0.065
H (2.695, -0.796, -0.951)  0.091
H (-1.853, 3.313, -2.405)  0.059
C (-1.222, -1.390, 0.294)  -0.281
H (0.909, -0.640, -2.831)  0.087
C (1.392, -1.676, -2.522)  -0.158
Cl (-0.618, 2.868, 3.177)  0.558
H (-2.120, -0.732, 0.795)  0.130
H (0.550, -2.459, -2.677)  0.097
C (1.752, -1.444, -0.998)  -0.253

Output
E_HOMO: -8.74 eV

[5]
Molecular formula: C9H19F3N3
Method: DFT, ωB97M-V/def2-TZVPD

Last column: Löwdin charge in e.
CARTESIAN COORDINATES (ANGSTROEM)
H (1.390, 2.534, -0.811)  0.184
C (-1.657, 1.585, 1.164)  -0.226
H (1.474, -3.734, -0.032)  0.126
H (-2.119, 3.764, 0.732)  0.092
C (-2.382, 2.712, 0.426)  -0.107
H (0.033, -1.883, -1.500)  0.115
H (-1.432, -0.524, 1.224)  0.078
H (-0.579, 0.203, -2.606)  0.073
C (-1.703, 0.178, 0.503)  -0.176
C (1.978, -1.373, -0.126)  -0.219
H (-2.101, 1.410, 2.269)  0.166
F (3.029, -1.611, 0.698)  0.119
H (-3.485, 2.620, 0.461)  0.084
H (0.291, 1.057, -0.730)  0.024
C (-1.338, 0.123, -1.874)  -0.070
H (-2.787, 0.029, 0.063)  0.167
N (3.345, 1.255, 0.328)  0.104
H (0.407, -1.402, 1.397)  0.146
F (3.685, 2.660, 0.311)  -0.022
N (1.185, 1.500, -0.584)  0.187
H (0.109, -3.864, 0.988)  0.087
F (2.243, -1.520, -1.433)  0.174
H (1.500, -3.354, 1.780)  0.067
H (-1.296, -2.125, -0.363)  0.146
H (-2.037, -0.763, -2.034)  0.126
N (-0.753, -0.167, -0.569)  -0.287
H (4.006, 0.754, 0.976)  0.198
C (0.710, -1.821, 0.464)  -0.253
H (-2.074, 2.688, -0.645)  0.053
C (2.187, 0.930, -0.030)  -0.179
H (-0.673, 1.833, 1.218)  0.038
C (0.993, -3.287, 0.887)  0.008
H (-1.777, 1.178, -1.973)  0.112
C (-0.373, -1.589, -0.578)  -0.136

Output
E_HOMO: -12.99 eV
Net charge: +1

[6]
Molecular formula: C9H19Hg2O5S2
Method: DFT, ωB97M-V/def2-TZVPD

Last column: Löwdin charge in e.
CARTESIAN COORDINATES (ANGSTROEM)
S (-4.584, 1.580, 2.217)  0.784
H (-5.469, 0.269, 0.341)  0.114
H (-7.451, 0.650, 2.160)  0.129
C (4.667, -3.016, -2.428)  -0.116
C (-7.272, 1.725, 2.144)  -0.194
C (-6.135, 1.968, 3.115)  -0.171
H (5.733, -1.842, 0.181)  0.110
O (6.120, -0.598, -2.256)  -0.274
H (-0.036, 2.361, -2.266)  0.126
H (-7.570, 1.804, -0.083)  0.133
O (7.182, -2.785, -2.928)  -0.204
S (6.272, -2.064, -2.088)  0.803
H (-4.860, 1.866, -0.216)  0.102
H (-8.132, 2.308, 2.474)  0.146
C (4.237, -3.568, -1.025)  -0.182
O (1.479, 2.888, -1.031)  0.018
C (-6.835, 2.031, 0.690)  -0.135
H (0.228, 1.319, -0.964)  0.148
H (3.693, -4.464, -1.320)  0.139
C (-5.373, 1.328, 0.581)  -0.146
H (3.962, -2.621, -3.159)  0.118
H (4.998, -3.890, -2.990)  0.108
C (0.775, 1.866, -1.732)  -0.070
H (7.404, -2.609, -0.021)  0.128
H (-6.187, 3.015, 3.413)  0.122
C (6.368, -2.547, -0.354)  -0.164
O (-4.095, 0.335, 2.780)  -0.236
H (1.283, 1.120, -2.342)  0.104
H (3.547, -2.838, -0.602)  0.117
C (5.433, -3.801, -0.096)  -0.154
H (-6.227, 1.425, 4.056)  0.126
H (5.031, -3.876, 0.914)  0.133
H (-6.630, 3.093, 0.556)  0.114
Hg (0.888, 5.280, 2.717)  0.673
H (5.993, -4.723, -0.246)  0.129
Hg (5.253, 4.269, -2.395)  0.687
O (-3.688, 2.739, 2.204)  -0.269

Output
E_HOMO: -16.62 eV
Net charge: +3

[7]
Molecular formula: C9H19N3O3
Method: DFT, ωB97M-V/def2-TZVPD

Last column: Löwdin charge in e.
CARTESIAN COORDINATES (ANGSTROEM)
H (1.944, -0.870, -1.873)  0.113
C (-0.046, 0.344, 1.585)  -0.496
H (1.821, -0.016, 2.123)  0.178
C (0.954, -2.249, -0.389)  -0.153
H (0.985, -2.349, 0.717)  0.106
C (-0.812, 1.500, 1.100)  -0.338
C (-1.215, -1.921, -2.029)  -0.328
H (-2.864, 1.938, 0.738)  0.075
H (-0.697, 2.574, 3.108)  0.120
C (-0.235, -2.845, -1.191)  -0.203
H (-0.500, -1.327, -2.722)  0.132
H (-2.504, 0.317, 0.579)  0.047
N (-1.894, -1.072, -1.176)  -0.032
H (0.407, -0.391, -1.422)  0.074
N (-2.278, 1.180, 1.100)  0.028
H (0.175, -3.622, -1.888)  0.099
H (-2.941, -1.235, -0.997)  0.127
O (-0.524, -0.435, 2.360)  0.120
H (-0.477, 1.813, 0.048)  0.153
O (2.218, 1.961, -1.746)  0.106
H (2.079, 2.234, 1.297)  0.123
H (-1.838, -2.615, -2.611)  0.108
N (1.285, 0.261, 1.271)  0.059
H (0.081, 3.352, 1.780)  0.052
H (-1.767, -0.090, -1.354)  0.057
C (1.351, -0.791, -0.969)  -0.109
C (1.893, 0.332, -0.030)  -0.230
H (2.894, -0.109, 0.052)  0.158
H (-1.641, 3.382, 1.811)  0.054
C (-0.808, 2.768, 1.983)  -0.041
C (2.108, 1.790, -0.541)  -0.434
H (1.707, -2.968, -0.670)  0.080
H (-0.788, -3.552, -0.489)  0.118
O (1.923, 2.712, 0.445)  0.077

Output
E_HOMO: -9.08 eV

Number 1: frontier orbital gap 8.5 eV, maximum force 2.166 eV Å⁻¹. Number 2: frontier orbital gap 7.6 eV, maximum force 5.365 eV Å⁻¹. Number 3: frontier orbital gap 8.4 eV, maximum force 6.775 eV Å⁻¹. Number 4: frontier orbital gap 9.5 eV, maximum force 4.893 eV Å⁻¹. Number 5: frontier orbital gap 8.4 eV, maximum force 6.465 eV Å⁻¹. Number 6: frontier orbital gap 1.4 eV, maximum force 3.584 eV Å⁻¹. Number 7: frontier orbital gap 9.5 eV, maximum force 4.569 eV Å⁻¹.